No. 1
This record from OMol25 describes C19H48Cl2MnO17P3 as an isolated structure at a distorted geometry. The level of theory is the ωB97M-V functional and the def2-TZVPD basis.

```
90
Properties=species:S:1:pos:R:3:forces:R:3:lowdin_spin:R:1
Mn 3.137614 -0.622182 2.826438 -1.29 0.51 -1.56 4.750
C 0.465670 -0.566757 -0.246986 0.00 0.49 -0.48 0.004
C 1.526513 -0.507320 0.809728 -0.29 -0.84 1.99 0.009
O 2.005644 -1.630331 1.273751 0.36 1.36 -0.56 0.061
O 1.766147 0.577861 1.421363 0.39 -0.97 -0.33 0.050
H -0.369632 -1.120669 0.178421 -0.09 0.02 0.03 0.000
H 0.738388 -1.073994 -1.171729 0.31 -0.18 0.18 0.000
H 0.160669 0.445312 -0.516178 -0.10 -0.13 0.11 0.001
Cl -4.017171 -3.180051 3.560555 0.24 -0.05 -0.27 0.000
C -4.099532 -1.630409 2.670975 -0.66 0.29 0.63 0.000
C -2.855901 -0.795973 2.820062 0.11 0.84 -0.51 0.000
Cl -3.140563 0.730133 1.869091 0.14 -0.10 0.25 0.000
H -4.913594 -1.097195 3.160907 -0.02 0.06 -0.17 0.000
H -4.397971 -1.797281 1.641589 0.28 -0.24 -0.13 0.000
H -1.935112 -1.212112 2.423675 -0.08 -0.31 0.04 0.000
H -2.702219 -0.406202 3.819140 0.00 -0.42 0.25 0.000
C 1.627626 0.883113 -3.741329 -1.36 -1.26 -0.07 0.000
O 1.461791 1.689507 -2.567321 0.30 -0.58 -0.33 0.000
P 1.107124 3.227722 -2.640774 -0.63 -0.62 -0.59 0.000
O 2.205700 4.074823 -3.004523 1.63 1.28 -0.24 0.000
O -0.080935 3.238816 -3.664638 -0.90 0.64 -0.62 0.000
C -0.616370 4.498579 -4.182665 -0.51 0.06 0.75 0.000
O 0.436446 3.488967 -1.258712 -0.88 0.00 0.23 0.000
C 1.031239 3.098099 -0.038939 1.31 -0.51 0.28 0.000
H 0.901884 0.063362 -3.609096 0.35 0.04 -0.02 0.000
H 2.605487 0.421073 -3.847014 0.26 0.46 0.29 0.000
H 1.316874 1.313220 -4.693508 0.29 0.70 0.28 0.000
H -0.428216 5.322791 -3.485620 0.25 -0.21 -0.16 0.000
H -1.704793 4.401880 -4.233338 0.22 -0.29 -0.02 0.000
H -0.252197 4.759629 -5.171415 0.40 -0.34 0.05 0.000
H 1.806963 2.332867 -0.191028 -0.27 0.26 -0.10 0.000
H 0.313735 2.627012 0.623632 -0.33 0.30 -0.04 0.000
H 1.528849 3.951546 0.413852 -0.23 0.15 0.19 0.000
C 4.260626 0.520262 -1.337036 -1.20 0.64 -0.32 0.000
O 5.563908 0.608813 -0.698138 -1.16 -0.04 -1.16 0.001
P 5.744353 -0.113954 0.654891 0.50 -0.59 0.31 0.009
O 4.597079 0.112811 1.566267 -0.87 -0.32 1.04 0.048
O 7.076705 0.417975 1.199807 0.67 -0.29 0.20 0.001
C 7.215533 1.814733 1.240352 0.29 2.17 -0.13 0.000
O 6.115550 -1.599174 0.449774 -0.93 -1.41 -0.58 0.001
C 5.082275 -2.578956 0.026264 0.38 -0.06 0.32 0.001
H 3.497431 -0.009401 -0.751416 0.57 -0.06 0.16 0.000
H 4.280679 0.068900 -2.328173 0.73 -0.16 0.18 0.000
H 3.829989 1.516354 -1.475605 0.50 0.05 0.14 0.000
H 6.385869 2.343781 0.756788 -0.01 -0.24 0.14 0.000
H 8.102202 2.134103 0.693349 0.11 -0.35 0.07 0.000
H 7.289238 2.189068 2.258748 0.02 -0.32 0.13 0.000
H 4.096250 -2.136210 -0.119371 0.15 0.15 0.21 0.000
H 5.027240 -3.346179 0.801391 0.01 0.24 -0.03 0.000
H 5.389413 -3.063309 -0.897141 0.29 0.27 0.00 0.000
C 2.108026 -1.933111 7.069084 -0.28 -0.52 -0.51 0.000
O 1.352049 -0.754529 6.657539 0.39 -0.54 0.55 0.002
P 0.624153 -0.742144 5.270602 0.05 0.52 1.33 0.009
O 1.583221 -0.629348 4.156940 1.01 -0.59 -0.82 0.049
O -0.322269 0.473272 5.353446 -0.20 1.00 -0.31 0.001
C -0.136762 1.698758 4.587900 -0.01 0.00 -0.34 0.000
O -0.288384 -1.980701 5.267560 -1.14 -0.60 -0.23 0.001
C -1.578006 -2.021620 5.998769 -0.04 -0.50 -0.20 0.000
H 1.838843 -2.209929 8.085051 0.19 0.56 0.16 0.000
H 3.168252 -1.731692 6.931454 -0.05 0.09 0.31 0.000
H 1.857613 -2.838175 6.489185 -0.08 0.54 -0.18 0.000
H 0.090072 2.519359 5.259401 -0.09 -0.08 0.20 0.000
H -1.059507 1.884839 4.043675 -0.07 0.01 0.16 0.000
H 0.662055 1.601621 3.851025 -0.02 -0.20 0.14 0.000
H -2.282340 -2.575309 5.372855 0.39 0.06 0.07 0.000
H -2.002433 -1.039047 6.191327 0.41 0.15 -0.11 0.000
H -1.439958 -2.551322 6.940593 0.22 0.06 -0.11 0.000
C -3.897191 -3.205826 -5.216175 -1.04 -0.31 1.16 0.000
O -3.591647 -2.334761 -6.249799 0.06 0.53 -0.87 0.000
C -2.912631 -1.118141 -5.976374 -0.43 -0.68 0.63 0.000
C -3.603464 -0.167140 -4.987014 0.28 0.35 -1.00 0.000
O -3.734042 -0.746452 -3.717298 0.58 -0.27 -0.05 0.000
C -3.449184 0.134023 -2.645332 -1.52 -0.17 -0.45 0.000
C -3.696331 -0.664054 -1.387942 0.28 -0.26 0.20 0.000
O -4.984343 -1.243935 -1.363985 0.93 -0.73 -0.48 0.000
C -5.998798 -0.334162 -1.142211 -0.78 0.66 1.16 0.000
H -4.805757 -2.898167 -4.667244 0.37 0.19 -0.01 0.000
H -3.097218 -3.302144 -4.479350 0.17 -0.08 -0.05 0.000
H -4.174756 -4.183813 -5.617233 0.47 0.09 -0.30 0.000
H -2.882971 -0.662768 -6.963551 0.35 0.34 0.10 0.000
H -1.900176 -1.345292 -5.596105 -0.12 0.11 -0.15 0.000
H -4.572520 0.147294 -5.409585 0.01 -0.20 0.30 0.000
H -2.981469 0.749687 -4.949200 -0.10 -0.27 0.04 0.000
H -4.226209 0.913832 -2.712077 0.67 0.43 0.14 0.000
H -2.429055 0.517649 -2.720724 -0.01 0.24 0.18 0.000
H -3.578815 -0.065970 -0.474914 0.34 0.03 -0.36 0.000
H -2.969816 -1.485289 -1.405982 -0.21 -0.04 0.28 0.000
H -6.869811 -0.593590 -1.732178 -0.08 0.03 -0.24 0.000
H -5.708414 0.705768 -1.322540 -0.08 -0.08 -0.25 0.000
H -6.294507 -0.373122 -0.078708 -0.08 0.05 -0.15 0.000
```
Forces are in eV/Å.

LUMO level (alpha / beta) (eV): -3.14 / -3.70
HOMO energy (alpha / beta) (eV): -10.79 / -10.79
Net charge: +1
Spin multiplicity: 6
Expectation value of S²: 8.754
Frontier orbital gap (alpha / beta) (eV): 7.65 / 7.08

=====

No. 2
This record from OMol25 describes a 5-piece molecular cluster, C19H48ClF5O16P4Si overall at a distorted geometry. The level of theory is the ωB97M-V functional and the def2-TZVPD basis.

```
94
Properties=species:S:1:pos:R:3:forces:R:3:lowdin_charge:R:1
C 4.781923 0.652921 0.812349 0.47 0.07 -1.18 -0.100
C 4.452913 0.662442 -0.822443 1.54 0.03 0.16 -0.381
C 5.772128 -0.090829 -1.521983 -0.07 0.93 0.67 -0.121
C 4.434544 2.184443 -1.466207 0.54 -0.60 1.00 -0.239
C 3.094317 3.056949 -1.103704 0.89 1.13 -0.06 -0.322
Si 1.452272 2.373850 -1.847418 0.50 1.97 -0.03 0.435
Cl 0.177092 4.047928 -2.379176 0.98 -1.42 0.51 0.228
C 0.444377 1.306381 -0.542251 -1.63 0.62 1.32 -0.279
F 1.126210 1.238486 0.783038 -1.59 -0.27 -4.52 -0.057
F -0.856053 2.020286 -0.296976 3.40 -2.38 -0.44 -0.063
C 0.043703 -0.163557 -1.168456 -1.19 -2.91 0.94 -0.174
F 1.196733 -1.065375 -1.410486 -3.78 3.28 0.70 0.029
F -0.712030 -0.064580 -2.462851 3.05 0.07 5.08 -0.011
F -0.811952 -0.847511 -0.141241 2.67 2.04 -3.78 0.026
H 5.919101 0.993571 0.923731 -2.50 -0.70 -0.11 0.083
H 4.111331 1.394838 1.423331 1.16 -1.68 -1.12 0.075
H 4.690484 -0.470359 1.143099 0.06 2.37 -0.28 0.088
H 3.477883 0.044732 -1.042036 1.77 1.29 0.32 0.112
H 5.901056 -1.181255 -1.118262 -0.38 1.98 -1.06 0.083
H 5.712162 0.000451 -2.689732 0.13 -0.54 2.26 0.078
H 6.738270 0.509487 -1.160651 -2.08 -1.23 -0.86 0.089
H 5.367414 2.748531 -0.980639 -1.97 -1.18 -1.14 0.129
H 4.646786 2.076010 -2.624504 -0.75 0.47 2.31 0.116
H 2.959094 3.257121 0.053681 0.44 -0.59 -2.30 0.096
H 3.257759 4.133257 -1.590747 -0.53 -2.21 1.00 0.094
H 1.655022 1.628347 -3.115467 -0.15 -0.10 0.41 0.004
C -2.630314 -0.835581 -4.035430 0.36 0.20 0.13 -0.150
O -3.102658 -1.808538 -4.950953 -0.27 1.79 -3.12 -0.268
P -4.725953 -1.593932 -5.509423 -3.06 -7.03 6.48 0.776
O -5.241787 -1.636329 -4.062121 0.59 1.70 -0.55 -0.292
O -4.730280 -3.124707 -6.117860 -0.38 1.80 -0.94 -0.267
C -4.268681 -4.189604 -5.306043 0.83 -0.45 0.20 -0.120
O -6.349181 -1.379390 -6.067856 2.56 0.97 -2.48 -0.258
C -6.926850 -0.126831 -5.752301 -0.32 0.54 0.12 -0.154
H -1.537223 -0.853277 -4.044328 -0.47 -0.17 -0.47 0.073
H -2.973576 0.164501 -4.323921 0.14 -0.11 0.32 0.090
H -2.971558 -1.075961 -3.026851 -0.17 0.08 -0.16 0.089
H -4.372549 -3.978432 -4.238443 0.09 0.19 -0.34 0.052
H -3.215578 -4.383704 -5.539299 -0.18 -0.04 0.16 0.092
H -4.846286 -5.089659 -5.538145 -0.07 0.29 -0.15 0.099
H -6.208740 0.678526 -5.929040 -0.32 0.13 0.09 0.079
H -7.254048 -0.114815 -4.709774 0.20 -0.01 -0.04 0.083
H -7.797640 0.027078 -6.394774 0.19 -0.10 -0.05 0.087
C 10.828099 4.920507 3.946239 0.36 0.31 0.34 -0.144
O 10.355755 3.947550 3.030716 -0.13 1.76 -3.05 -0.283
P 8.732460 4.162156 2.472246 -3.11 -6.97 6.60 0.761
O 8.216626 4.119759 3.919547 0.60 1.69 -0.59 -0.281
O 8.728133 2.631381 1.863809 -0.37 1.78 -0.97 -0.282
C 9.189732 1.566483 2.675626 0.78 -0.51 0.25 -0.122
O 7.109232 4.376697 1.913813 2.50 0.95 -2.54 -0.270
C 6.531563 5.629257 2.229368 -0.29 0.52 0.13 -0.155
H 11.921190 4.902811 3.937341 -0.12 -0.01 -0.20 0.086
H 10.484837 5.920589 3.657748 0.15 -0.13 0.32 0.083
H 10.486855 4.680126 4.954818 -0.19 0.09 -0.15 0.087
H 9.085865 1.777655 3.743226 -0.05 0.17 -0.15 0.088
H 10.242835 1.372383 2.442369 -0.18 -0.03 0.16 0.088
H 8.612127 0.666429 2.443524 -0.07 0.30 -0.17 0.089
H 7.249673 6.434614 2.052628 -0.32 0.14 0.09 0.079
H 6.204365 5.641273 3.271895 0.20 -0.02 -0.04 0.084
H 5.660773 5.783166 1.586895 0.18 -0.09 -0.06 0.084
C -1.804902 4.685882 5.488802 -0.24 0.46 -0.09 -0.148
O -1.035694 3.690389 6.140914 3.15 0.41 -1.46 -0.287
P -0.619138 2.310975 5.183454 -7.45 -5.37 4.21 0.763
O -2.107043 2.031845 4.917398 0.76 1.31 -1.12 -0.282
O -0.161735 1.494787 6.539222 1.04 0.46 -1.61 -0.272
C -1.022280 1.491619 7.664202 -0.18 0.45 0.76 -0.125
O -0.202616 0.931594 4.226082 2.80 2.42 0.64 -0.244
C -0.452514 1.071066 2.840341 -0.25 -0.11 -0.43 -0.165
H -1.691977 5.625203 6.036672 0.18 -0.13 -0.04 0.084
H -1.457551 4.829082 4.459210 -0.31 0.11 0.17 0.081
H -2.859986 4.406231 5.496280 0.13 -0.14 -0.17 0.086
H -2.070092 1.641969 7.391007 0.16 0.02 -0.17 0.086
H -0.707643 2.282461 8.354623 -0.18 -0.14 -0.06 0.086
H -0.933477 0.528894 8.176912 0.20 0.07 -0.30 0.092
H -0.131614 2.057039 2.493354 -0.17 -0.27 -0.16 0.072
H -1.515964 0.928898 2.633150 0.02 0.17 0.11 0.092
H 0.114348 0.304900 2.305184 -0.15 0.15 0.51 0.076
C -8.584691 -8.104550 -3.357178 -0.05 -0.33 -0.40 -0.148
O -8.889386 -7.403683 -2.163912 -1.50 2.90 -1.21 -0.288
P -7.909249 -6.017279 -1.831880 5.59 -5.25 6.52 0.764
O -6.643683 -6.888808 -1.868500 -0.59 0.51 -1.69 -0.286
O -8.476813 -5.973029 -0.286112 -0.09 1.34 -1.40 -0.272
C -8.502463 -7.168886 0.472437 -0.53 -0.69 0.19 -0.126
O -6.929153 -4.630958 -1.499812 -3.51 0.72 -1.23 -0.243
C -6.113724 -4.206655 -2.575555 0.35 0.33 -0.28 -0.169
H -9.457076 -8.698486 -3.642524 -0.03 0.21 0.07 0.084
H -8.349305 -7.404164 -4.166667 0.05 -0.37 0.03 0.081
H -7.745830 -8.782100 -3.187763 0.08 0.24 -0.01 0.085
H -7.754795 -7.893264 0.138640 -0.03 0.19 -0.13 0.086
H -9.501020 -7.614636 0.399638 0.22 -0.05 0.05 0.085
H -8.306338 -6.928396 1.521863 -0.01 0.26 -0.25 0.092
H -6.677731 -4.228605 -3.512003 0.34 0.19 -0.05 0.086
H -5.231419 -4.846462 -2.654620 -0.25 -0.17 0.07 0.076
H -5.787202 -3.181622 -2.382100 -0.22 -0.12 -0.05 0.078
```
Forces are in eV/Å.

LUMO level (eV): -2.88
SMILES: CC(C)CC[Si@H](Cl)C(F)(F)C(F)(F)F.COP(=O)(OC)OC.COP(=O)(OC)OC.COP(=O)(OC)OC.COP(=O)(OC)OC
HOMO energy (eV): -9.08
Frontier orbital gap (eV): 6.21